Here is the ion C9H14FN2 with charge +1 at a distorted geometry from OMol25. Energies are from ωB97M-V with the def2-TZVPD basis set.

Each line ends with the Löwdin charge.
Element x y z (Å)
1 C -0.611 -2.790 1.254  -0.056
2 C -0.409 0.014 1.524  -0.060
3 C 0.129 1.407 -0.352  -0.316
4 C 0.715 0.069 -0.746  -0.320
5 C -1.424 -0.737 0.694  -0.080
6 C -0.175 1.440 1.145  -0.205
7 C 0.120 -0.858 0.318  -0.205
8 C 0.939 2.561 -0.949  -0.039
9 C 0.523 -0.385 -2.131  -0.039
10 N -1.661 -2.010 1.235  0.128
11 N 0.358 -2.241 0.609  0.163
12 F 0.957 1.968 1.901  -0.044
13 H -0.659 -3.777 1.670  0.175
14 H -0.031 -0.373 2.429  0.151
15 H -0.965 1.389 -0.725  0.162
16 H 1.753 0.176 -0.441  0.161
17 H -2.139 -0.146 -0.017  0.204
18 H -1.019 2.242 1.444  0.206
19 H 2.000 2.652 -0.616  0.097
20 H 0.469 3.584 -0.729  0.110
21 H 0.921 2.454 -2.097  0.107
22 H 1.151 -0.027 -3.041  0.133
23 H -0.513 -0.143 -2.277  0.083
24 H 0.757 -1.467 -2.085  0.089
25 H -2.547 -2.396 1.423  0.164
26 H 1.361 -2.606 0.560  0.231

highest occupied orbital energy	-13.79	eV
energy	-560.41058	Ha
total charge	+1
SMILES	C[C@@H]1[C@H](F)[C@H]2[C@@H]3NC=[NH+][C@]23[C@H]1C
relative energy (zero: lowest compared OMol25 entry of this formula, charge and spin)	26.3	kJ/mol
LUMO energy	-3.5	eV

***

Here is an isolated molecule of C2H8N4S at a distorted geometry from OMol25. Energies are from ωB97M-V with the def2-TZVPD basis set.

Each line ends with the Löwdin charge.
Element x y z (Å)
1 C 1.552 -1.697 -0.191  -0.102
2 C -0.057 0.138 0.076  -0.478
3 H 2.143 -0.863 -0.583  0.073
4 H 1.462 -2.543 -0.860  0.071
5 H 1.998 -2.139 0.725  0.085
6 H -0.503 -1.850 0.400  0.117
7 H -1.445 1.515 0.309  0.042
8 H -3.541 -0.508 0.779  -0.167
9 H 0.315 2.724 -1.034  0.068
10 H 0.871 2.973 0.426  0.077
11 N 0.249 -1.198 0.135  -0.047
12 N -1.450 0.491 0.421  -0.366
13 N 0.865 1.008 -0.183  -0.023
14 N 0.317 2.314 -0.115  -0.064
15 S -2.776 -0.365 -0.305  0.713

highest occupied orbital energy	-8.46	eV
energy	-698.15740	Ha
SMILES	CN/C(=N/N)NS
relative energy (zero: lowest compared OMol25 entry of this formula, charge and spin)	29.5	kJ/mol
LUMO energy	0.8	eV

***

Here is a structure of composition C6H9N at a distorted geometry from OMol25. Energies are from ωB97M-V with the def2-TZVPD basis set.

Each line ends with the Löwdin charge.
Element x y z (Å)
1 C -0.590 -1.764 0.628  -0.118
2 C -1.011 -0.408 0.345  -0.246
3 N -0.479 -0.775 1.719  0.000
4 C 0.392 0.491 1.397  -0.081
5 C 0.123 0.469 -0.096  -0.384
6 C 1.026 0.203 -1.265  -0.085
7 C 0.040 1.344 -1.310  -0.074
8 H 0.265 -2.220 0.135  0.108
9 H -1.457 -2.414 0.713  0.107
10 H -2.016 -0.017 0.395  0.141
11 H 1.382 0.407 1.821  0.098
12 H -0.160 1.341 1.835  0.122
13 H 0.851 -0.683 -1.873  0.102
14 H 2.076 0.483 -1.184  0.106
15 H 0.406 2.365 -1.333  0.098
16 H -0.847 1.178 -1.925  0.106

highest occupied orbital energy	-8.97	eV
energy	-288.62811	Ha
relative energy (zero: lowest compared OMol25 entry of this formula, charge and spin)	404.2	kJ/mol
LUMO energy	1.1	eV

***

Here is a cluster of 2 separate species, C4H12N2O in total at a distorted geometry from OMol25. Energies are from ωB97M-V with the def2-TZVPD basis set.

Each line ends with the Löwdin charge.
Element x y z (Å)
1 C -0.305 0.678 1.674  -0.291
2 C 0.942 1.203 0.948  -0.180
3 C 1.749 0.191 0.120  -0.282
4 C 1.871 0.712 -2.169  -0.069
5 N 1.513 -0.137 -1.298  -0.047
6 N -1.360 0.298 0.730  -0.005
7 H -0.701 1.435 2.350  0.107
8 H 0.043 -0.148 2.288  0.103
9 H 0.877 2.081 0.280  0.118
10 H 1.641 1.430 1.758  0.105
11 H 1.970 -0.817 0.542  0.114
12 H 2.803 0.468 0.205  0.091
13 H 1.315 1.278 -2.924  0.071
14 H 2.915 1.104 -2.134  0.070
15 H -2.161 0.000 1.277  0.060
16 H -1.023 -0.550 0.290  0.048
17 H -4.064 -1.829 -0.583  0.044
18 H -2.718 -1.887 -0.408  0.015
19 O -3.448 -2.519 -0.274  -0.072

highest occupied orbital energy	-8.53	eV
energy	-344.23713	Ha
SMILES	C=NCCCN.O
relative energy (zero: lowest compared OMol25 entry of this formula, charge and spin)	388.3	kJ/mol
LUMO energy	0.5	eV

***

Here is a cluster of 6 separate species, C9H31NO6 in total at a distorted geometry from OMol25. Energies are from ωB97M-V with the def2-TZVPD basis set.

Each line ends with the Löwdin charge.
Element x y z (Å)
1 C 0.442 -0.494 2.532  -0.107
2 O -0.961 -0.434 2.851  -0.194
3 H 0.567 -0.893 1.488  0.092
4 H 0.905 0.436 2.597  0.057
5 H 0.920 -1.269 3.202  0.103
6 H -1.307 -1.384 2.910  0.088
7 C -2.045 -0.141 -0.328  -0.137
8 O -1.931 1.015 0.505  -0.132
9 H -1.117 -0.536 -0.686  0.074
10 H -2.580 -0.993 0.124  0.079
11 H -2.714 0.153 -1.147  0.101
12 H -1.558 0.815 1.374  0.059
13 C 0.696 3.077 -0.523  -0.139
14 O 0.214 1.805 -0.985  -0.158
15 H 0.102 3.945 -0.851  0.074
16 H 0.708 3.084 0.630  0.100
17 H 1.743 3.222 -0.927  0.081
18 H -0.637 1.621 -0.643  -0.008
19 C -1.895 -2.042 5.224  -0.161
20 O -2.458 -2.663 4.083  -0.132
21 H -2.653 -1.685 5.937  0.086
22 H -1.256 -2.720 5.770  0.078
23 H -1.332 -1.138 4.980  0.063
24 H -3.209 -2.138 3.727  0.062
25 C -4.907 0.019 1.822  -0.088
26 O -3.908 -0.933 2.287  -0.162
27 H -4.805 0.062 0.702  0.088
28 H -5.897 -0.376 2.063  0.083
29 H -4.653 0.961 2.298  0.082
30 H -3.054 -0.741 1.914  0.002
31 C 4.368 1.400 -3.393  -0.054
32 C 2.965 1.157 -2.784  -0.453
33 C 2.140 0.103 -3.507  -0.186
34 O 2.671 -1.160 -3.145  -0.203
35 C 2.084 -2.217 -3.765  -0.153
36 N 3.107 0.892 -1.373  0.033
37 H 5.067 0.538 -3.191  0.095
38 H 4.803 2.238 -2.875  0.062
39 H 4.299 1.605 -4.430  0.053
40 H 2.401 2.064 -2.878  0.115
41 H 2.149 0.204 -4.580  0.119
42 H 1.108 0.144 -3.040  0.133
43 H 2.460 -2.246 -4.806  0.099
44 H 0.989 -2.198 -3.774  0.088
45 H 2.344 -3.113 -3.258  0.076
46 H 3.450 -0.076 -1.244  0.084
47 H 2.179 1.029 -0.888  0.061

highest occupied orbital energy	-8.72	eV
energy	-867.57247	Ha
SMILES	COC[C@H](C)N.CO.CO.CO.CO.CO
relative energy (zero: lowest compared OMol25 entry of this formula, charge and spin)	59.6	kJ/mol
LUMO energy	0.6	eV

***

Here is a structure of composition C32H21CaF5I2N7O3SSeTe at a distorted geometry from OMol25. Energies are from ωB97M-V with the def2-TZVPD basis set.

Each line ends with the Löwdin charge.
Element x y z (Å)
1 Ca 1.895 0.060 -0.399  0.982
2 Se -0.330 7.084 1.507  1.085
3 N 1.195 6.399 0.947  -0.235
4 C 0.911 5.370 0.189  -0.321
5 C 1.900 4.548 -0.471  -0.090
6 C 3.274 4.740 -0.332  0.023
7 C 4.138 3.917 -1.014  -0.035
8 C 3.606 2.923 -1.833  -0.120
9 N 2.308 2.733 -1.963  0.003
10 C 1.461 3.494 -1.280  -0.188
11 C 0.038 3.190 -1.430  -0.123
12 N -0.333 2.136 -2.177  -0.157
13 C -1.616 1.887 -2.386  -0.171
14 C -2.630 2.660 -1.847  -0.031
15 C -2.284 3.718 -1.037  0.017
16 C -0.939 3.999 -0.822  -0.075
17 C -0.498 5.100 0.011  -0.325
18 N -1.316 5.913 0.629  -0.242
19 H 3.633 5.523 0.322  0.120
20 H 5.207 4.010 -0.898  0.110
21 H 4.243 2.241 -2.384  0.124
22 H -1.834 1.035 -3.022  0.082
23 H -3.658 2.389 -2.035  0.109
24 H -3.030 4.337 -0.557  0.119
25 S 2.166 -0.778 2.151  0.780
26 C 3.005 -2.223 1.742  -0.698
27 C 2.532 -3.523 1.937  -0.069
28 C 3.382 -4.571 1.651  -0.065
29 C 4.670 -4.315 1.181  -0.055
30 C 5.043 -3.003 0.965  -0.080
31 N 4.218 -2.004 1.238  -0.107
32 H 1.527 -3.677 2.305  0.107
33 H 3.047 -5.590 1.797  0.105
34 H 5.362 -5.120 0.985  0.099
35 H 6.007 -2.711 0.569  0.126
36 O 1.180 -1.920 -0.802  -0.147
37 C 0.049 -1.565 -0.443  -0.663
38 N -1.006 -2.411 -0.271  0.168
39 C -2.193 -1.688 0.126  -0.270
40 C -1.563 -0.252 0.286  -0.447
41 O -2.190 0.697 0.710  0.081
42 N -0.291 -0.279 -0.167  0.023
43 C -3.211 -1.522 -0.992  -0.154
44 C -4.419 -0.880 -0.721  -0.034
45 C -5.312 -0.606 -1.744  -0.084
46 C -5.009 -0.966 -3.051  -0.102
47 C -3.806 -1.596 -3.329  -0.084
48 C -2.909 -1.870 -2.304  -0.022
49 C -2.740 -2.245 1.423  -0.142
50 C -3.773 -3.178 1.421  -0.033
51 C -4.207 -3.751 2.607  -0.088
52 C -3.615 -3.395 3.810  -0.099
53 C -2.583 -2.468 3.818  -0.074
54 C -2.146 -1.897 2.633  -0.007
55 H -0.956 -3.401 -0.430  0.163
56 H -4.639 -0.577 0.295  0.124
57 H -6.244 -0.101 -1.521  0.100
58 H -5.708 -0.753 -3.851  0.096
59 H -3.552 -1.868 -4.345  0.103
60 H -1.962 -2.339 -2.537  0.115
61 H -4.237 -3.457 0.483  0.116
62 H -5.009 -4.478 2.591  0.098
63 H -3.953 -3.842 4.736  0.097
64 H -2.114 -2.186 4.753  0.104
65 H -1.338 -1.175 2.646  0.119
66 F 2.344 1.655 0.681  -0.638
67 Te 4.230 0.303 1.218  1.729
68 F 3.824 1.636 2.615  -0.462
69 F 5.101 1.964 0.684  -0.413
70 F 4.981 -0.351 2.933  -0.446
71 F 6.077 -0.195 0.821  -0.433
72 O 3.855 -0.028 -0.524  -0.765
73 I 1.023 0.470 -3.233  0.699
74 I 1.717 -1.376 -5.261  -0.132

highest occupied orbital energy	-6.06	eV
energy	-6681.28150	Ha
total charge	-1
relative energy (zero: lowest compared OMol25 entry of this formula, charge and spin)	372.8	kJ/mol
LUMO energy	1.4	eV

***

Question: Which of these has the lowest highest occupied orbital energy?
Answer: C9H14FN2

***

Question: Look up the highest occupied orbital energy of the sixth one.
Answer: -6.06 eV